# 1
The following is a quantum chemistry calculation of 2 unconnected molecules or ions with the total composition C3H8N4O, from the Open Molecules 2025 dataset.

```
16
Properties=species:S:1:pos:R:3:lowdin_charge:R:1
C 0.4318 -1.3126 0.2299 -0.34
H -2.4574 0.4741 -1.5392 0.08
O -1.5963 -0.0106 1.4628 -0.07
N 1.0090 -0.2914 1.0990 0.08
H 2.0467 2.1279 -1.5216 0.08
H 0.0632 -2.1400 0.8601 0.13
N -0.6192 -0.7384 -0.5228 0.01
H -3.1854 1.0993 -0.0909 0.09
C 1.8432 1.1834 -1.0087 -0.10
H 1.9045 -0.5033 1.5316 0.12
N -2.5809 0.4356 -0.5427 0.14
C -1.6034 -0.1526 0.2139 -0.68
H 2.4778 0.3247 -1.2443 0.08
H 1.2051 -1.7063 -0.4363 0.10
H 0.1955 0.0346 1.7420 0.13
N 0.8661 1.1756 -0.2327 0.15
```

Calculated values
Charge: 0
Energy relative to the best compared isomer or geometry (same formula, charge and spin) (kcal per mole): 113.72
Orbital gap (spin up / spin down) (Ha): 0.253 / 0.254

# 2
The following is a quantum chemistry calculation of a molecular structure, C3H4O3Sm, from the Open Molecules 2025 dataset.

```
11
Properties=species:S:1:pos:R:3:mulliken_spin:R:1
C 0.0005 -0.1069 2.9052 0.01
O -0.9694 0.1061 -3.2148 0.00
O 0.6990 -0.8915 -2.0685 -0.03
H -0.7514 0.6712 2.7523 0.00
H 1.0015 0.2495 3.2466 0.00
O -0.1713 0.9524 -1.2836 -0.02
C -0.1438 0.0984 -2.2889 -0.01
Sm 0.9472 -0.4234 0.1510 6.00
C -0.2206 -1.4148 2.6961 0.04
H 0.5430 -2.1669 2.9125 0.00
H -1.1842 -1.7768 2.3263 0.00
```

Calculated values
2S+1: 7
Charge: 0
Energy relative to the best compared isomer or geometry (same formula, charge and spin) (kcal per mole): 0.00
Orbital gap (spin up / spin down) (Ha): 0.232 / 0.238

# 3
The following is a quantum chemistry calculation of a molecular structure, C28H52BrN10O2Pt, from the Open Molecules 2025 dataset.

```
94
Properties=species:S:1:pos:R:3:lowdin_charge:R:1
C 1.8168 3.9450 -1.2192 -0.06
C -2.6670 1.2796 -2.4523 -0.04
H -1.5952 1.3115 -2.3121 0.04
H -3.7833 3.3729 2.7343 0.09
H -2.0958 -2.4519 -4.0386 0.09
C 3.2757 2.2041 -2.0946 -0.06
H 2.5920 4.6910 -1.4366 0.08
H -3.4285 4.4301 -0.8321 0.10
H -0.8264 1.6518 -4.3849 0.08
C 1.2634 0.2061 -3.4595 -0.63
H -3.8364 -3.9626 -3.2451 0.09
H 1.2340 -0.9565 3.2184 0.14
H -3.6646 5.0703 0.7987 0.09
H -0.3906 -2.1008 -4.3378 0.09
H -4.9937 4.2331 -0.0070 0.08
H -3.6387 1.6606 2.2842 0.08
N 2.3333 2.5953 -1.0579 -0.18
H 2.7935 2.3411 -3.0600 0.09
C 2.0068 1.3980 -6.9808 -0.06
N -0.1521 -0.4117 1.7098 -0.23
H -0.9532 -3.7801 -4.3193 0.10
C 0.5823 -3.0299 -2.0538 -0.05
C -4.7850 1.9377 -1.4646 -0.04
O 2.1483 -0.6208 -3.2847 0.03
N -3.3928 3.0138 0.7045 -0.20
H -1.8300 0.4037 2.6738 0.11
H 0.0110 2.3289 1.2298 0.08
C 2.1250 0.7472 -5.7622 -0.02
C -4.1289 -1.9356 -1.2974 -0.06
C 2.5847 2.1882 0.2698 -0.38
H -2.6368 -2.5647 0.8666 0.13
H 2.7995 1.3343 -7.7143 0.11
H 4.3272 4.3895 -0.3012 0.08
C -2.7487 2.0749 -0.1033 -0.37
H 1.2733 4.2496 -0.3245 0.09
C -1.0811 -2.7988 -3.8594 -0.03
H 1.6253 -1.4670 1.5607 0.12
H 3.1593 0.2384 2.1463 0.14
H 5.1622 2.8292 -0.1695 0.09
H 1.0639 -2.1023 -1.7447 0.03
C -0.0386 1.5842 -5.1168 -0.07
H 3.8769 2.4355 3.0264 0.10
H -2.4549 -4.6526 -2.3697 0.09
H 3.5332 1.1521 -1.9853 0.10
H 1.8901 1.2794 2.7856 0.08
H -5.0331 2.7868 -2.1069 0.10
H -5.0972 2.5730 1.8633 0.09
C 1.1056 0.8514 -4.8246 -0.14
H -2.9605 0.2446 -2.6592 0.08
H -3.7986 -0.9319 -1.0376 0.06
C -3.9063 4.2430 0.1271 -0.06
H 5.2301 3.9782 1.1544 0.09
N -1.6242 1.5312 0.2576 0.02
H -0.3193 -2.5037 1.6767 0.13
H 1.1161 3.9384 -2.0573 0.09
H -4.8498 -1.8660 -2.1160 0.10
C -3.3487 -4.0441 -2.2701 -0.04
C 3.3053 3.1695 2.4525 -0.05
C 2.1246 0.5631 1.9984 -0.21
H 0.7883 2.6747 -8.2145 0.10
N -0.8125 -2.8624 -2.4291 -0.14
H 3.6888 4.1595 2.6920 0.10
C -1.7085 -2.3584 -1.5278 -0.39
C -2.0381 -1.6564 0.7538 -0.22
H 4.1906 2.8095 -2.0943 0.08
Br -1.7110 3.2348 -6.7136 0.72
H -2.9461 1.8917 -3.3147 0.10
C 0.8761 2.1480 -7.2744 -0.12
C -4.0055 2.6331 1.9606 -0.06
H -1.5238 2.7350 2.0090 0.11
N -3.3505 1.7971 -1.2864 -0.13
Pt 0.1255 0.1183 -0.5187 1.16
O 0.4094 0.6351 -2.5927 -0.21
H 2.9982 0.1582 -5.5162 0.12
H -2.6919 -0.7850 0.8643 0.10
C -0.1409 2.2203 -6.3385 -0.67
H -4.6431 -2.3777 -0.4385 0.10
H -5.2913 2.0535 -0.5104 0.08
N 3.4118 2.9801 1.0118 -0.11
H -4.0390 -4.5455 -1.5868 0.09
C -0.9770 1.9478 1.4845 -0.22
N -3.0050 -2.7389 -1.7306 -0.14
H -0.2985 0.9988 3.3013 0.13
C -0.8291 0.7263 2.3846 -0.14
C -0.9608 -1.6362 1.8296 -0.17
H -5.1665 1.0337 -1.9446 0.09
H 0.6579 -3.7420 -1.2296 0.09
H 2.2632 3.1522 2.7613 0.08
N -1.3299 -1.6432 -0.4996 -0.02
C 4.5869 3.5755 0.3769 -0.03
H 1.1374 -3.3978 -2.9102 0.10
C 1.2265 -0.6510 2.1641 -0.18
H -1.3987 -1.7074 2.8310 0.13
N 1.9414 1.1428 0.6813 0.03
```

Calculated values
Charge: +1
Energy relative to the best compared isomer or geometry (same formula, charge and spin) (kcal per mole): 49.04
Orbital gap (spin up / spin down) (Ha): 0.282 / 0.274

# 4
The following is a quantum chemistry calculation of a single C4H6F2 molecule, from the Open Molecules 2025 dataset.

```
12
Properties=species:S:1:pos:R:3:lowdin_charge:R:1
C -1.7463 0.1430 0.0265 -0.36
H 1.2273 -1.4897 0.4488 0.12
C 0.6590 -0.4945 0.4616 -0.25
C 1.2695 0.6350 -0.3741 -0.12
H -0.9827 -1.6563 -0.5013 0.10
C -0.7341 -0.6889 -0.1284 -0.05
F -3.0210 -0.2241 -0.1052 0.12
F -1.4925 1.4366 0.2475 0.11
H 2.3186 0.6093 -0.0551 0.07
H 1.0999 0.4108 -1.4497 0.09
H 0.6929 1.5755 -0.0905 0.09
H 0.7093 -0.2568 1.5198 0.10
```

Calculated values
SMILES: CCC=C(F)F
Charge: 0
Energy relative to the best compared isomer or geometry (same formula, charge and spin) (kcal per mole): 22.69
Orbital gap (Ha): 0.379

# 5
The following is a quantum chemistry calculation of a molecular structure, C54H65CsN5O10PS3, from the Open Molecules 2025 dataset.

```
139
Properties=species:S:1:pos:R:3:lowdin_charge:R:1
H 2.0240 -2.9130 4.3874 0.06
C -5.6603 2.6437 0.8659 -0.08
C -4.9166 -0.6002 -2.5256 -0.36
S 4.5489 1.4472 -0.1638 0.70
H -0.9189 -2.8433 5.2416 0.11
H 0.7086 1.6873 -2.4919 0.06
C -5.2699 3.7621 -1.2300 -0.08
C -5.7864 3.7655 0.0601 -0.09
H -2.8328 1.2544 4.8240 0.07
C -0.5726 5.5380 -1.9759 -0.29
H -0.5204 0.8307 -3.3669 0.08
H 2.7733 2.3985 -3.1007 0.10
O -2.0949 3.5651 -3.4927 -0.54
H 2.0396 5.6969 -4.0726 0.12
O 3.0913 5.8230 -1.6124 0.08
H -3.9971 -0.0717 5.0530 0.07
C -4.9573 -0.2168 -3.8562 -0.07
H -3.8713 -0.5952 2.6228 0.10
H 2.4104 -4.4361 -2.9535 0.12
H -6.0294 2.6594 1.8835 0.10
C 4.2513 -0.0113 -3.9214 -0.22
C -5.9504 -0.7344 -4.6760 -0.08
C 2.9188 5.1739 -4.4282 -0.03
H 4.0897 0.6276 -4.7981 0.10
H -2.5927 3.5108 0.3955 0.05
H 4.5466 4.3214 -7.2685 0.10
H 0.5121 3.4934 -4.4615 0.09
H -1.1790 -5.2070 2.6662 0.07
H 3.3953 -0.2181 -1.9379 0.10
C -3.1607 -4.3484 2.7038 -0.33
H 5.5921 3.4877 -3.2036 0.12
C 1.6679 -2.9655 -1.5786 -0.19
C 2.5115 0.3980 4.5656 -0.05
H 1.4434 -3.2057 6.0311 0.08
C 3.4029 -6.3839 -1.2317 -0.70
H 1.4341 2.0164 -4.7204 0.10
C -0.1191 4.1061 -1.7359 -0.31
H -3.1943 -4.1779 1.6222 0.10
H -0.8023 5.6580 -3.0380 0.10
O 1.4555 -2.2938 -3.8532 -0.01
H 1.7485 -3.0755 1.6722 0.08
N 3.2721 1.7768 -2.4832 0.04
H -0.0371 3.8579 -0.6723 0.07
H -0.5045 0.9543 -5.8365 0.08
C 3.2372 0.3565 -2.8501 -0.19
C -2.7358 4.2551 2.3714 -0.13
H 1.9458 1.0310 5.2357 0.10
C -1.0384 2.6145 1.5977 -0.13
S -3.6268 0.0649 -1.4705 0.95
C 1.1714 -2.0147 -2.6805 -0.67
O 3.5456 -6.6449 -2.4416 -0.06
C 0.4260 2.4059 -4.5384 -0.28
P -1.7246 -2.1712 2.5981 0.81
C -0.4542 2.0396 -5.7289 -0.10
H 5.1003 -1.7916 4.4963 0.10
H -0.0493 2.4531 -6.6555 0.07
C 3.4524 4.7465 -2.0480 -0.44
C -5.8192 -1.5111 -2.0037 -0.06
C -4.6282 2.6360 -1.7223 -0.10
C -0.0888 1.8224 -3.2261 -0.37
C -0.0563 -2.4771 4.6781 -0.28
H -2.1186 -5.6037 4.1117 0.08
H 0.8477 3.9328 -2.2117 0.06
C 5.2085 3.8523 -5.2831 -0.07
H -3.5903 4.8818 2.1245 0.08
O -1.9851 -0.8235 3.4658 -0.31
C 3.9315 -1.2124 2.7935 -0.08
C 3.7963 2.2926 -1.3750 -0.83
H 2.6219 -0.4180 1.2837 0.07
H 3.6511 3.9437 -0.2161 0.13
H 2.8533 -5.2758 1.1987 0.10
C -2.1761 -5.4541 3.0321 -0.08
C -5.0227 1.5098 0.3832 -0.06
O 0.5296 -0.9933 -2.2849 -0.39
O -0.3255 -2.5970 3.2737 -0.33
H 1.0272 -4.3366 4.7260 0.08
H -2.7430 0.7600 2.3845 0.09
H -7.5131 -2.7466 -2.4409 0.10
H -1.4608 2.4289 -5.5839 0.06
C -1.7763 5.9544 -1.1399 -0.10
H -2.4880 -6.3903 2.5649 0.07
H -2.0458 6.9931 -1.3447 0.07
C -2.1428 3.4622 1.3903 -0.20
C 3.5665 -0.3757 5.0174 -0.11
H -7.6376 -2.0495 -4.8078 0.10
C 2.8841 -0.4248 2.3337 -0.07
N 3.6354 3.6829 -1.1926 0.10
C -3.6252 0.6755 4.3496 -0.06
C 4.9258 3.9362 -3.9298 -0.03
C 3.1929 5.0705 -5.7836 -0.07
H 3.8351 -0.3564 6.0675 0.09
C 2.7200 -5.0280 -0.9158 -0.11
H -4.8749 0.6319 0.9980 0.09
H -5.9921 -0.4459 -5.7183 0.10
C 3.7732 4.5883 -3.5024 -0.16
H 5.8841 -0.5938 -2.6271 0.07
H 4.0146 -1.0312 -4.2317 0.11
C 2.2795 -4.1690 -1.9153 0.05
C -2.2387 4.2437 3.6709 -0.13
C -6.8029 -2.0289 -2.8316 -0.08
H -4.4348 1.3624 4.0924 0.07
H -2.6429 5.3312 -1.3686 0.05
C -3.0954 0.0131 3.1000 -0.30
H 0.2812 6.1834 -1.7505 0.10
C 4.3355 4.4081 -6.2101 -0.08
C 2.1706 0.3764 3.2134 -0.25
Cs -0.4121 -0.2501 -0.0289 0.97
N 1.1214 1.1623 2.6284 0.04
C 2.5229 -4.6257 0.3992 -0.02
O 3.7405 -7.0503 -0.2289 -0.08
O -3.5297 -0.8309 -0.2831 -0.58
C 1.9147 -3.4076 0.6512 -0.16
H -4.2152 0.4696 -4.2476 0.11
H 6.3907 -0.1537 -4.2630 0.06
S -1.3059 2.8793 -2.4060 0.90
H -2.6846 4.8566 4.4464 0.08
C 1.1846 -3.2853 4.9730 -0.06
H -4.1674 -4.6114 3.0340 0.11
H 0.0898 -1.4223 4.9154 0.11
N 0.4703 1.8216 3.4472 0.05
H -6.2642 4.6571 0.4471 0.10
C -1.1637 3.4167 3.9505 -0.09
C 5.6977 0.0910 -3.4551 -0.11
H -5.7230 -1.8121 -0.9677 0.11
H -1.5671 5.8540 -0.0743 0.07
H 5.9335 1.0961 -3.0972 0.04
O -2.8297 -3.1285 3.3726 -0.31
H 2.2262 0.1386 -3.1942 0.09
H -4.1756 2.6602 -2.7068 0.08
H 6.1008 3.3371 -5.6144 0.11
C -6.8717 -1.6368 -4.1632 -0.09
H 2.5113 5.5010 -6.5058 0.10
H -5.3366 4.6478 -1.8491 0.11
C -4.5260 1.5183 -0.9077 -0.35
H 4.4698 -1.8430 2.0971 0.11
N 1.4890 -2.5807 -0.3063 0.02
C -0.5997 2.6369 2.9346 -0.33
H -0.7485 3.3559 4.9521 0.09
C 4.2809 -1.1823 4.1346 -0.11
```

Calculated values
Charge: -2
Energy relative to the best compared isomer or geometry (same formula, charge and spin) (kcal per mole): 11.01
Orbital gap (Ha): 0.210

Question: The lowest charge belongs to which entry?
Answer: C54H65CsN5O10PS3

Question: Which formula does entry 4 have?
Answer: C4H6F2